[1]
{"formula": "C5H10O", "method": "the ωB97M-V functional and the def2-TZVPD basis", "total_energy_ev": -7392.3386, "fmax_ha_per_bohr": 0.055, "de_lowest_ev": 2.427, "gap_ev": 10.4, "symbols": ["C", "O", "C", "C", "C", "C", "H", "H", "H", "H", "H", "H", "H", "H", "H", "H"], "coordinates": [[-2.1371, -1.5501, 0.3066], [-1.3444, -0.8721, 1.2607], [-0.4668, 0.0480, 0.6725], [1.8313, 1.9856, -0.3573], [1.3322, 0.8693, -0.8952], [0.9439, -0.3714, -0.1217], [-2.8334, -2.2093, 0.8362], [-1.4981, -2.1577, -0.3448], [-2.7234, -0.8563, -0.3205], [-1.0341, 0.7033, -0.0002], [2.1050, 2.0542, 0.6956], [1.9752, 2.8935, -0.9428], [1.0747, 0.8764, -1.9533], [0.7588, -1.2337, -0.7473], [0.2256, 0.4556, 1.3563], [1.7907, -0.6353, 0.5552]]}

=====

[2]
{"formula": "C5H10O", "method": "the ωB97M-V functional and the def2-TZVPD basis", "total_energy_ev": -7392.4412, "fmax_ha_per_bohr": 0.044, "de_lowest_ev": 2.324, "gap_ev": 10.1, "symbols": ["C", "C", "C", "H", "H", "H", "H", "H", "H", "C", "C", "O", "H", "H", "H", "H"], "coordinates": [[-0.5454, -1.4935, 1.7083], [0.0957, -2.8416, 1.3258], [-0.4653, -3.6121, 0.4030], [-0.0245, -1.2266, 2.6221], [-1.6122, -1.5736, 1.8959], [-0.3137, -0.8017, 0.9048], [0.7597, -3.2272, 2.0887], [-0.0087, -4.5077, -0.0066], [-1.4112, -3.3698, -0.0716], [0.6533, 3.3784, -2.4081], [0.5089, 3.6214, -1.1232], [0.2294, 2.6953, -0.1665], [0.6629, 4.1645, -3.1505], [0.6645, 2.3890, -2.8496], [0.4807, 4.5916, -0.6660], [0.3258, 1.8134, -0.5066]]}

=====

[3]
{"formula": "C5H10O", "method": "the ωB97M-V functional and the def2-TZVPD basis", "total_energy_ev": -7392.2072, "fmax_ha_per_bohr": 0.024, "de_lowest_ev": 2.558, "gap_ev": 10.4, "symbols": ["C", "C", "O", "C", "C", "C", "H", "H", "H", "H", "H", "H", "H", "H", "H", "H"], "coordinates": [[-0.6919, 1.3606, 1.9556], [0.2799, 1.2122, 0.7964], [0.5553, -0.1425, 0.4961], [0.3804, -0.4542, -0.8502], [0.9667, -1.5762, -1.6080], [-0.6476, -1.4125, -1.2268], [-0.8230, 2.4252, 2.1824], [-0.3156, 0.8619, 2.8532], [-1.6715, 0.9373, 1.7114], [-0.1348, 1.7210, -0.0868], [1.2337, 1.6943, 1.0357], [0.3687, 0.4143, -1.5237], [1.6441, -1.3185, -2.4424], [1.2816, -2.5069, -1.1483], [-1.5809, -1.0135, -1.6439], [-0.8452, -2.2025, -0.5006]]}

=====

[4]
{"formula": "C5H10O", "method": "the ωB97M-V functional and the def2-TZVPD basis", "total_energy_ev": -7392.2302, "fmax_ha_per_bohr": 0.054, "de_lowest_ev": 2.535, "gap_ev": 10.0, "symbols": ["C", "C", "C", "C", "C", "O", "H", "H", "H", "H", "H", "H", "H", "H", "H", "H"], "coordinates": [[-1.2667, 1.2499, 0.0773], [-0.4652, 0.3296, -0.4503], [1.8345, 0.9440, 0.5205], [-0.3158, -1.0543, 0.1110], [-1.1470, -1.9678, -0.7558], [-1.6230, -1.6401, -1.8159], [0.7229, 1.1542, 0.4562], [-1.7443, 1.0852, 1.0413], [-1.4315, 2.2026, -0.4152], [0.0536, 0.5047, -1.3927], [2.3721, 0.3660, -0.2648], [2.2300, 1.9518, 0.5022], [2.0313, 0.4466, 1.4735], [0.7076, -1.4702, 0.1197], [-0.6704, -1.1132, 1.1476], [-1.2881, -2.9889, -0.3547]]}